# C3H7OPS2

C3H7OPS2 in the gas phase at a distorted geometry (ωB97M-V/def2-TZVPD, the OMol25 dataset).

```
! RIJCOSX wB97M-V def2-TZVPD def2/J DEFGRID3
* xyz 0 1
C -1.34046 -1.15513 -1.05855
C -1.00246 0.13636 -1.83622
C 1.48783 1.02775 2.17802
O -0.85737 -1.17392 0.17952
P -1.07862 1.51780 0.84725
S -1.87172 1.53582 -1.04477
S 0.97216 1.61344 0.53710
H -2.44017 -1.31651 -1.11322
H -0.85776 -1.96028 -1.65039
H 0.06605 0.33024 -1.79942
H -1.35893 0.13261 -2.86141
H 0.86101 1.47358 2.94512
H 2.52251 1.31961 2.32613
H 1.39644 -0.05444 2.19041
*
```

Summary:
frontier orbital gap (spin up / spin down) = 7.5539 / 6.5373 eV
HOMO level (spin up / spin down) = -8.9 / -8.0 eV
energy above the lowest of the compared OMol25 structures with the same formula, charge and spin = 3.057 eV
LUMO level (spin up / spin down) = -1.3 / -1.4 eV

***

# C3H7OS

A 2-piece molecular cluster, C3H7OS overall at a distorted geometry (ωB97M-V/def2-TZVPD, the OMol25 dataset).

```
! RIJCOSX wB97M-V def2-TZVPD def2/J DEFGRID3
* xyz -1 1
O -1.85032 1.33970 2.17572
C -0.68875 1.63885 2.18608
H -0.25242 2.18641 1.31455
H 0.05550 1.45357 2.99072
C -0.38171 -0.73847 -1.29169
C 1.11415 -0.89818 -0.97757
S 1.46951 -1.15687 0.73459
H -0.79176 -1.00455 -2.28655
H -1.06816 -1.32395 -0.67079
H -0.70226 0.29855 -1.11405
H 1.53395 -1.74689 -1.52959
H 1.56227 -0.04818 -1.53142
*
```

Summary:
frontier orbital gap = 6.2426 eV
HOMO level = -2.4 eV
energy above the lowest of the compared OMol25 structures with the same formula, charge and spin = 1.417 eV
LUMO level = 3.9 eV

***

# C3H7OS

A 2-piece molecular cluster, C3H7OS overall at a distorted geometry (ωB97M-V/def2-TZVPD, the OMol25 dataset).

```
! RIJCOSX wB97M-V def2-TZVPD def2/J DEFGRID3
* xyz -1 1
C 1.71344 -0.05096 0.55248
S 0.87601 0.50797 2.03449
H 1.15939 -0.78973 -0.02720
H 2.00813 0.66867 -0.22977
H 2.62979 -0.60092 0.72175
O -1.46470 -1.50541 -1.97193
C -1.25517 -0.61191 -1.18578
C -1.13150 0.83328 -1.62697
H -1.05683 -0.76337 -0.10820
H -0.06543 1.05791 -1.58953
H -1.71262 1.46919 -0.95653
H -1.42872 0.87634 -2.67844
*
```

Summary:
frontier orbital gap = 6.3118 eV
HOMO level = -2.4 eV
energy above the lowest of the compared OMol25 structures with the same formula, charge and spin = 0.828 eV
LUMO level = 3.9 eV

***

# C3H7OS

A 2-piece molecular cluster, C3H7OS overall at a distorted geometry (ωB97M-V/def2-TZVPD, the OMol25 dataset).

```
! RIJCOSX wB97M-V def2-TZVPD def2/J DEFGRID3
* xyz -1 1
S 1.98907 -1.34457 -0.10657
H 1.93631 -2.68201 -0.25143
C -1.80986 0.23041 1.16798
C -1.10835 0.63229 0.06092
O -0.63165 -0.10492 -0.87138
C -0.80046 2.12922 -0.09140
H -2.16334 0.95555 1.89068
H -2.09851 -0.80738 1.29135
H 0.70945 -1.03946 -0.44483
H -1.14101 2.72178 0.75916
H 0.27609 2.25555 -0.21791
H -1.29539 2.45434 -1.01080
*
```

Summary:
frontier orbital gap = 6.4402 eV
HOMO level = -2.7 eV
energy above the lowest of the compared OMol25 structures with the same formula, charge and spin = 0.727 eV
LUMO level = 3.7 eV

***

# C3H7OS2

An isolated ion of composition C3H7OS2 and charge -1 at a distorted geometry (ωB97M-V/def2-TZVPD, the OMol25 dataset).

```
! RIJCOSX wB97M-V def2-TZVPD def2/J DEFGRID3
* xyz -1 1
O 1.97925 0.83695 -0.48996
C 0.85748 1.63989 -0.23164
C -0.27591 0.78199 0.42881
C -0.01241 -0.71883 0.25851
S -1.45774 -1.74865 0.85213
S -1.16274 -3.37463 -0.43459
H 1.09936 2.53361 0.53717
H 0.37632 2.16543 -1.12303
H -0.36681 0.84379 1.49643
H -1.31678 1.04515 -0.00875
H 0.20330 -0.84527 -0.78640
H 0.90432 -0.86999 0.68076
H -0.82764 -2.28945 -1.17944
*
```

Summary:
SMILES string = [O-]CCCSS
frontier orbital gap = 5.7351 eV
HOMO level = -2.7 eV
energy above the lowest of the compared OMol25 structures with the same formula, charge and spin = 1.679 eV
LUMO level = 3.0 eV

***

# C3H7OS2

An isolated ion of composition C3H7OS2 and charge -1 (ωB97M-V/def2-TZVPD, the OMol25 dataset).

```
! RIJCOSX wB97M-V def2-TZVPD def2/J DEFGRID3
* xyz -1 1
O 1.65975 -2.80081 0.45757
C 0.59362 -2.81571 -0.34021
C -0.42215 -1.66664 -0.01278
C 0.18072 -0.34049 -0.40693
S -1.00122 1.05299 -0.34340
S 0.04108 2.55041 0.58499
H 0.87693 -2.67080 -1.41523
H -0.04331 -3.74201 -0.32006
H -1.40473 -1.91776 -0.42387
H -0.47691 -1.69292 1.08078
H 1.01330 -0.15639 0.27131
H 0.58716 -0.35844 -1.41869
H 0.88683 2.82018 -0.42428
*
```

Summary:
SMILES string = [O-]CCCSS
frontier orbital gap = 5.4428 eV
HOMO level = -2.5 eV
energy above the lowest of the compared OMol25 structures with the same formula, charge and spin = 0.597 eV
LUMO level = 2.9 eV

***

# C3H7PS2

C3H7PS2 in the gas phase at a distorted geometry (ωB97M-V/def2-TZVPD, the OMol25 dataset).

```
! RIJCOSX wB97M-V def2-TZVPD def2/J DEFGRID3
* xyz 0 1
C -2.79687 -0.79084 0.81428
S -1.61165 0.26224 -0.22637
P 0.14355 -0.81193 -0.38595
C 1.17438 0.55875 0.08031
C 2.39418 0.85009 -0.62951
S 3.20191 -0.30440 0.58102
H -2.16027 -1.17649 1.45985
H -3.05915 -1.52745 0.04127
H -3.39667 -0.04837 1.26098
H 0.01169 -0.54203 -1.70445
H 0.82349 1.09509 0.93636
H 2.48416 0.53667 -1.69393
H 2.79125 1.89869 -0.53385
*
```

Summary:
SMILES string = CSP[C@@H]1CS1
frontier orbital gap = 8.1839 eV
HOMO level = -8.5 eV
energy above the lowest of the compared OMol25 structures with the same formula, charge and spin = 1.698 eV
LUMO level = -0.3 eV

***

# C3H7S

A 2-piece molecular cluster, C3H7S overall at a distorted geometry (ωB97M-V/def2-TZVPD, the OMol25 dataset).

```
! RIJCOSX wB97M-V def2-TZVPD def2/J DEFGRID3
* xyz -1 1
S -0.37917 2.62732 2.03738
H -0.87418 3.96953 2.02064
C -0.26621 -0.37536 -1.44550
C 0.36165 -1.21957 -0.44023
C 0.51534 -0.96863 0.94864
H 0.15381 0.70359 -1.70072
H -1.21278 -0.14235 -1.09619
H -0.26608 -0.69553 -2.46070
H 0.87156 -2.16021 -0.75236
H 1.14855 -1.62884 1.47855
H -0.05249 -0.10995 1.41050
*
```

Summary:
frontier orbital gap = 6.3403 eV
HOMO level = -2.5 eV
energy above the lowest of the compared OMol25 structures with the same formula, charge and spin = 1.494 eV
LUMO level = 3.8 eV

***

> Among the records above, which one has the highest energy above the lowest of the compared OMol25 structures with the same formula, charge and spin?

C3H7OPS2